No. 1
# C43H54MnN3OP3

A structure of composition C43H54MnN3OP3 at a distorted geometry (ωB97M-V with the def2-TZVPD basis set, the Open Molecules 2025 dataset).

```
105
Properties=species:S:1:pos:R:3
Mn 0.243 -0.630 0.363
C 4.614 -2.054 -0.387
C 4.249 -0.556 -0.527
C 4.321 0.129 0.834
P 2.524 -0.489 -1.179
C 2.758 -1.296 -2.849
C 4.068 -1.134 -3.633
C 1.591 -0.884 -3.767
C 2.123 1.312 -1.492
C 2.610 2.021 -2.603
C 1.972 3.170 -3.007
C 0.923 3.681 -2.283
C 0.572 3.110 -1.080
C 1.214 1.960 -0.670
N 0.919 1.353 0.600
C 1.565 1.921 1.668
C 2.424 3.047 1.560
C 3.212 3.436 2.635
C 3.167 2.713 3.841
C 2.255 1.685 4.018
C 1.463 1.284 2.925
P 0.317 -0.184 2.940
C -1.278 0.590 3.425
C -2.516 -0.235 3.054
C -1.302 1.010 4.925
C 0.881 -1.217 4.325
C 2.350 -1.701 4.052
C 0.008 -2.456 4.452
H 5.652 -2.210 -0.232
H 4.275 -2.641 -1.263
H 4.090 -2.441 0.432
H 4.936 -0.069 -1.209
H 3.439 -0.024 1.401
H 4.475 1.192 0.813
H 5.186 -0.349 1.333
H 2.608 -2.339 -2.578
H 4.245 -0.074 -3.717
H 3.907 -1.598 -4.625
H 4.920 -1.554 -3.111
H 1.700 0.184 -4.045
H 0.627 -0.978 -3.297
H 1.584 -1.543 -4.659
H 3.435 1.626 -3.184
H 2.204 3.579 -3.941
H 0.428 4.547 -2.658
H -0.207 3.552 -0.476
H 2.503 3.513 0.619
H 3.995 4.217 2.514
H 3.870 2.962 4.651
H 2.141 1.200 4.978
H -1.329 1.518 2.861
H -2.358 -1.283 3.256
H -2.719 -0.123 1.989
H -3.357 0.156 3.595
H -1.199 0.186 5.630
H -2.258 1.429 5.107
H -0.615 1.808 5.155
H 0.796 -0.602 5.260
H 2.302 -2.294 3.177
H 2.701 -2.402 4.895
H 3.018 -0.866 3.876
H 0.092 -2.944 3.496
H -1.020 -2.220 4.638
H 0.392 -3.088 5.261
N -0.723 -2.376 -1.966
P -1.359 -0.785 -1.503
C -2.907 -1.493 -0.651
C -4.170 -0.853 -0.639
C -5.296 -1.436 -0.086
C -5.247 -2.689 0.492
C -3.989 -3.316 0.536
C -2.847 -2.696 0.045
C -4.304 3.118 -2.407
C -2.976 2.829 -2.636
C -2.518 2.208 -3.771
C -3.329 1.953 -4.874
C -4.673 2.225 -4.659
C -5.189 2.757 -3.427
C 0.086 -3.246 -1.236
C 0.588 -4.467 -1.735
C 1.415 -5.236 -0.931
C 1.759 -4.833 0.379
C 1.263 -3.577 0.734
N 0.444 -2.827 -0.005
H -0.937 -2.763 -2.859
H -4.249 0.111 -1.149
H -6.203 -0.819 0.032
H -6.119 -3.214 0.842
H -3.932 -4.272 0.995
H -1.921 -3.217 0.139
H -2.270 3.071 -1.860
H -1.461 2.020 -3.778
H -2.852 1.641 -5.803
H -5.390 2.048 -5.453
H -6.261 2.928 -3.404
H 0.314 -4.779 -2.723
H 1.776 -6.154 -1.381
H 2.334 -5.398 1.114
H 1.603 -3.189 1.669
C -5.579 4.888 -1.176
C -4.690 3.629 -1.043
O -4.486 3.013 -0.040
H -5.970 5.298 -0.265
H -6.394 4.646 -1.853
H -5.050 5.638 -1.749
```

Results
Energy, eV: -111172.423
LUMO energy (spin up / spin down), eV: 0.632 / 0.551
Orbital gap (spin up / spin down), eV: 7.15 / 7.37
⟨S²⟩: 8.760
2S+1: 6
HOMO (spin up / spin down), eV: -6.513 / -6.821



No. 2
# C43H55InNO5PS6Si

A structure of composition C43H55InNO5PS6Si at a distorted geometry (ωB97M-V with the def2-TZVPD basis set, the Open Molecules 2025 dataset).

```
113
Properties=species:S:1:pos:R:3
In 0.437 -0.162 -0.360
O -1.045 0.998 1.846
C -0.902 -0.152 1.528
C -1.601 -1.231 2.305
C -1.960 -0.863 3.609
C -2.653 -1.727 4.431
C -3.031 -2.974 3.951
C -2.686 -3.349 2.668
C -1.945 -2.504 1.834
P -1.536 -3.100 0.141
C -0.715 -4.699 0.524
C -0.210 -5.023 1.781
C 0.495 -6.204 1.977
C 0.714 -7.074 0.921
C 0.251 -6.743 -0.345
C -0.434 -5.557 -0.545
C -3.255 -3.563 -0.352
C -3.583 -4.737 -1.027
C -4.877 -4.952 -1.483
C -5.860 -3.993 -1.296
C -5.546 -2.817 -0.629
C -4.258 -2.607 -0.161
H -1.682 0.126 3.952
H -2.916 -1.425 5.437
H -3.595 -3.654 4.578
H -2.987 -4.318 2.289
H -0.356 -4.356 2.619
H 0.883 -6.439 2.960
H 1.266 -7.992 1.078
H 0.447 -7.401 -1.183
H -0.726 -5.273 -1.549
H -2.836 -5.502 -1.179
H -5.116 -5.879 -1.990
H -6.866 -4.166 -1.656
H -6.307 -2.065 -0.464
H -4.043 -1.699 0.396
O -2.161 0.058 -1.057
C -2.545 0.666 -2.291
C -2.741 -0.365 -3.390
C -1.517 -1.274 -3.577
C -0.315 -0.495 -4.015
C 0.055 -0.433 -5.352
C 1.162 0.313 -5.720
C 1.864 0.991 -4.739
C 1.436 0.874 -3.428
N 0.377 0.152 -3.065
H -2.756 -0.684 -0.890
H -1.740 1.356 -2.536
H -3.464 1.241 -2.152
H -2.963 0.169 -4.318
H -3.606 -0.993 -3.149
H -1.753 -2.047 -4.309
H -1.280 -1.762 -2.629
H -0.525 -0.969 -6.093
H 1.474 0.359 -6.756
H 2.734 1.586 -4.978
H 1.960 1.384 -2.629
C 1.673 0.016 3.706
C 2.801 0.174 2.690
C 3.331 -1.187 2.291
C 3.919 1.043 3.257
O 2.257 0.752 1.480
Si 2.032 2.354 1.143
S 0.707 2.308 -0.495
O 1.438 3.002 2.507
C 1.221 4.363 2.909
C 2.435 4.802 3.723
C 1.026 5.278 1.703
C -0.036 4.351 3.770
O 3.417 3.158 0.824
C 4.306 3.263 -0.297
C 5.510 4.049 0.209
C 4.730 1.867 -0.752
C 3.656 4.029 -1.447
H 2.060 -0.359 4.655
H 0.930 -0.689 3.328
H 1.188 0.981 3.866
H 3.739 -1.719 3.151
H 4.110 -1.084 1.532
H 2.513 -1.775 1.874
H 4.410 0.524 4.080
H 3.518 1.990 3.622
H 4.659 1.258 2.483
H 3.336 4.700 3.115
H 2.536 4.175 4.611
H 2.331 5.842 4.040
H 1.953 5.349 1.131
H 0.732 6.276 2.030
H 0.250 4.872 1.050
H 0.124 3.736 4.657
H -0.865 3.930 3.199
H -0.292 5.365 4.083
H 5.991 3.519 1.033
H 5.189 5.029 0.567
H 6.233 4.186 -0.597
H 5.339 1.385 0.016
H 5.309 1.925 -1.674
H 3.849 1.244 -0.929
H 3.300 5.001 -1.097
H 2.803 3.485 -1.846
H 4.386 4.188 -2.243
C 3.762 -2.064 -4.510
S 4.456 -1.013 -3.201
C 4.468 -2.184 -1.892
C 3.377 -2.600 -1.208
S 1.725 -2.164 -1.525
S 3.705 -3.863 -0.027
C 5.416 -3.992 -0.255
S 6.365 -5.023 0.591
S 6.002 -2.914 -1.478
H 3.674 -1.448 -5.404
H 2.780 -2.415 -4.200
H 4.436 -2.897 -4.696
```

Results
Energy, eV: -144569.638
LUMO energy, eV: -0.021
Orbital gap, eV: 7.39
ΔE to the lowest compared entry with this formula, charge and spin, kcal per mole: 16.6
HOMO, eV: -7.407